# 1
Entry from OMol25: a single C5H10N2Si molecule (ωB97M-V with the def2-TZVPD basis set).

ORCA input file:
```
! RIJCOSX wB97M-V def2-TZVPD def2/J DEFGRID3
* xyz 0 3
C -2.4901 0.9400 -0.7177
C -1.2949 1.4958 -1.2242
C -2.0932 -0.5532 1.0912
C 0.9587 -1.8355 -0.3408
C 2.0025 0.5343 1.1298
N -2.4424 -0.0536 0.0632
N -0.0833 1.1779 -0.9204
Si 1.1557 0.1022 -0.5057
H -3.4034 1.4783 -0.8576
H -1.3299 2.4065 -1.8858
H -2.1318 -1.5147 1.5875
H -0.1006 -1.9818 0.0004
H 0.9031 -2.5045 -1.2268
H 1.5066 -2.2065 0.5173
H 2.1197 1.6452 1.3224
H 1.5219 0.1302 2.0449
H 2.9656 0.1899 1.2927
H 2.2358 0.5496 -1.3704
*
```

- E_LUMO (spin up / spin down): 0.586 / -1.886 eV
- Orbital gap (spin up / spin down): 0.2609 / 0.2461 Ha

---

# 2
Entry from OMol25: a gas-phase ion, C5H10N3 (charge +1) (ωB97M-V with the def2-TZVPD basis set).

ORCA input file:
```
! RIJCOSX wB97M-V def2-TZVPD def2/J DEFGRID3
* xyz 1 1
C -2.9775 0.4286 0.1063
C -1.5324 0.1980 -0.0264
C -0.1939 1.4986 0.1533
N 0.8466 0.7886 0.0752
N 2.1150 1.2387 0.1059
C 0.6466 -0.5851 -0.0263
C 1.7012 -1.6770 -0.1307
N -0.6986 -0.8105 0.0114
H -3.0920 1.2021 0.9109
H -3.3273 0.6682 -0.9616
H -3.3834 -0.5611 0.4122
H -0.2693 2.5222 0.2288
H 2.3228 2.1454 -0.1711
H 2.8321 0.5725 -0.2346
H 1.8869 -1.8700 -1.2006
H 2.7577 -1.4819 0.1660
H 1.3393 -2.5416 0.3350
H -0.9740 -1.7357 0.2463
*
```

- E_LUMO: -3.053 eV
- Orbital gap: 0.3302 Ha

---

# 3
Entry from OMol25: a gas-phase ion, C5H10N3 (charge +1) (ωB97M-V with the def2-TZVPD basis set).

ORCA input file:
```
! RIJCOSX wB97M-V def2-TZVPD def2/J DEFGRID3
* xyz 1 1
H -1.2497 1.1937 2.4273
N -0.6543 0.7502 1.7931
C 0.0338 1.4554 1.0294
C 0.8042 0.6785 -0.0039
C 1.3577 -0.6352 0.3086
N 0.8322 -1.4710 1.1552
C -0.3528 0.0359 -1.0690
C -0.4216 0.3667 -2.3283
N -1.1357 -0.8494 -0.3986
H -0.0743 2.5156 0.9395
H 1.4694 1.2739 -0.4709
H 2.3185 -0.9112 -0.0065
H 1.1394 -2.3822 1.3525
H -0.0967 -1.1803 1.4554
H -0.9766 -0.0170 -3.0748
H 0.3051 1.1050 -2.5811
H -1.8553 -1.2805 -1.0750
H -1.4435 -0.6481 0.5468
*
```

- E_LUMO: -4.539 eV
- Orbital gap: 0.2998 Ha

---

# 4
Entry from OMol25: a gas-phase ion, C5H10N3 (charge +1) (ωB97M-V with the def2-TZVPD basis set).

ORCA input file:
```
! RIJCOSX wB97M-V def2-TZVPD def2/J DEFGRID3
* xyz 1 1
C 1.9871 -0.1254 0.9833
C 0.6349 0.1475 -0.0339
N 0.9094 0.0250 -1.3887
C -0.2971 1.3191 0.2707
C -1.6065 1.2069 -0.0566
N -2.1437 -0.0685 -0.2705
C -1.4261 -1.1693 -0.0909
N -0.1545 -1.2170 0.1488
H 1.7811 0.5014 1.8713
H 2.9639 0.1114 0.4726
H 2.1000 -1.1768 1.3025
H 1.9034 -0.2015 -1.5450
H 0.5144 0.7650 -2.0639
H 0.0040 2.3149 0.7189
H -2.4536 1.9282 -0.0299
H -3.0622 -0.2421 -0.5393
H -2.0656 -2.1197 -0.2242
H 0.4110 -1.9994 0.4748
*
```

- E_LUMO: -3.544 eV
- Orbital gap: 0.3755 Ha

---

# 5
Entry from OMol25: a gas-phase ion, C5H10N3 (charge +1) (ωB97M-V with the def2-TZVPD basis set).

ORCA input file:
```
! RIJCOSX wB97M-V def2-TZVPD def2/J DEFGRID3
* xyz 1 1
C 2.4923 0.6783 -0.3843
C 1.4460 -0.0946 -0.1649
N 1.4060 -1.3733 0.2050
C 0.2316 -1.8348 0.0702
N -0.6569 -0.8780 -0.1462
C -2.0934 -0.8236 0.0693
N 0.0369 0.3283 -0.4636
C -0.2403 1.4990 0.4841
H 2.3394 1.7116 -0.6942
H 3.4570 0.4980 0.1396
H -0.1066 -2.8857 0.0016
H -2.3276 -0.6244 1.0421
H -2.5790 -0.1917 -0.6619
H -2.4221 -1.7865 -0.0957
H -0.0588 0.5721 -1.4760
H 0.4750 1.2949 1.2858
H -0.0781 2.3849 -0.1251
H -1.3214 1.5256 0.9142
*
```

- E_LUMO: -3.844 eV
- Orbital gap: 0.3361 Ha

---

# 6
Entry from OMol25: a gas-phase ion, C5H10N3O (charge +1) (ωB97M-V with the def2-TZVPD basis set).

ORCA input file:
```
! RIJCOSX wB97M-V def2-TZVPD def2/J DEFGRID3
* xyz 1 1
C 0.2778 2.9725 1.0980
N -0.3537 1.9013 1.1829
C -0.0578 0.6635 0.5982
C -0.2309 -0.5451 1.3581
N 0.0092 -1.8166 0.9317
C -0.3802 -2.9390 1.3851
N 0.4362 0.6882 -0.8304
C 0.1123 -0.1804 -1.9334
O -0.5863 0.4553 -2.9249
H 1.3131 3.2477 0.5892
H -0.2645 3.8536 1.5433
H -0.9494 -0.4557 2.2000
H 0.7877 -1.8620 0.1537
H -0.0517 -3.8457 0.9076
H -1.0307 -3.1427 2.1700
H 0.3619 1.6516 -0.9997
H 1.1254 -0.5946 -2.3118
H -0.6108 -0.9514 -1.5823
H 0.0925 0.8996 -3.5352
*
```

- E_LUMO (spin up / spin down): -4.845 / -4.845 eV
- Orbital gap (spin up / spin down): 0.2843 / 0.2843 Ha

---

# 7
Entry from OMol25: a gas-phase ion, C5H10N3O (charge +1) (ωB97M-V with the def2-TZVPD basis set).

ORCA input file:
```
! RIJCOSX wB97M-V def2-TZVPD def2/J DEFGRID3
* xyz 1 1
C 1.0029 2.1012 -0.2292
C 0.0529 1.0088 -0.3031
N -1.1996 1.1121 -0.1264
C -1.8752 -0.0891 -0.1378
N -3.2051 0.0580 0.0490
N -1.1310 -1.1442 -0.4096
C 0.5501 -0.4528 -0.4823
C 1.1125 -1.1482 0.7518
O 0.9778 -0.7372 -1.6633
H 0.4254 3.0537 -0.2601
H 1.4932 1.9116 -1.0920
H 1.6509 1.9879 0.6735
H -3.4613 1.0371 0.0291
H -3.9071 -0.5910 -0.1869
H -1.3596 -2.0826 -0.8374
H 1.0927 -2.1859 0.5677
H 0.4134 -0.7362 1.5894
H 1.9772 -0.5854 1.1557
H 1.7055 -1.4877 -1.6661
*
```

- E_LUMO: -4.045 eV
- Orbital gap: 0.3891 Ha

---

# 8
Entry from OMol25: a gas-phase ion, C5H10N3S (charge +1) (ωB97M-V with the def2-TZVPD basis set).

ORCA input file:
```
! RIJCOSX wB97M-V def2-TZVPD def2/J DEFGRID3
* xyz 1 1
C 0.5983 -1.7434 -1.7008
S 0.8298 -1.5426 0.0524
C 0.5477 0.1685 0.1172
N 1.9136 0.8477 -0.4730
N -0.5996 0.6320 -0.6527
C -1.6972 0.7279 0.0101
C -1.8137 0.2376 1.4014
C -0.5719 0.5933 2.0261
N 0.5618 0.6439 1.4364
H 1.3594 -2.4075 -2.1377
H 0.6247 -0.7404 -2.0438
H -0.4042 -2.1864 -1.9847
H 2.4433 0.1515 -1.0055
H 2.3612 1.2247 0.3261
H 1.5811 1.6051 -1.1882
H -2.4959 1.0560 -0.5245
H -2.6703 0.7240 1.8300
H -2.0732 -0.8474 1.3790
H -0.4950 0.8556 3.1321
*
```

- E_LUMO: -3.512 eV
- Orbital gap: 0.3626 Ha